(1)
{"formula": "C15H23N4O6P", "method": "wB97M-V/def2-TZVPD", "symbols": ["C", "C", "C", "P", "C", "C", "C", "C", "C", "C", "H", "H", "H", "H", "H", "H", "H", "H", "H", "H", "H", "H", "H", "H", "H", "H", "H", "H", "H", "H", "H", "O", "N", "O", "C", "C", "C", "N", "O", "O", "C", "C", "N", "O", "O", "N", "C", "H", "H"], "xyz": [[1.587, -0.909, 1.379], [0.452, -1.255, 2.334], [0.696, -2.609, 2.993], [-1.247, -0.962, 1.596], [-1.113, 0.842, 1.039], [-0.241, 1.772, 1.881], [-2.478, 1.498, 0.861], [-0.950, -1.723, -0.097], [-2.105, -1.547, -1.078], [-0.384, -3.141, -0.130], [2.518, -0.926, 1.959], [1.688, -1.631, 0.566], [1.497, 0.089, 0.948], [0.476, -0.504, 3.137], [1.666, -2.544, 3.507], [-0.051, -2.839, 3.763], [0.754, -3.434, 2.274], [-0.642, 0.760, 0.046], [-0.286, 2.780, 1.437], [-0.621, 1.836, 2.905], [0.808, 1.474, 1.923], [-2.355, 2.450, 0.318], [-3.191, 0.886, 0.301], [-2.903, 1.721, 1.851], [-0.152, -1.067, -0.475], [-1.807, -2.023, -2.024], [-3.026, -2.030, -0.747], [-2.318, -0.489, -1.292], [-0.516, -3.555, -1.139], [0.694, -3.160, 0.059], [-0.877, -3.820, 0.574], [-6.472, -4.720, 4.038], [-5.643, -3.983, 4.586], [-5.496, -3.916, 5.836], [-4.721, -3.143, 3.805], [-3.617, -2.614, 4.479], [-2.715, -1.810, 3.795], [-1.910, -0.930, 4.585], [-1.690, -1.109, 5.796], [-1.423, 0.070, 3.981], [-2.840, -1.277, 2.362], [-4.084, -1.928, 1.724], [-4.886, -1.297, 0.755], [-4.763, -0.492, -0.164], [-6.179, -1.984, 0.843], [-6.223, -2.848, 1.880], [-4.982, -2.745, 2.451], [-3.418, -2.848, 5.527], [-3.240, -0.262, 2.534]], "lumo_ev": -0.68, "homo_energy_ev": -7.9, "gap_ha": 0.2668, "multiplicity": 1, "largest_force_ha_per_bohr": 0.0778, "e_tot_ha": -1596.7790}

=====

(2)
{"formula": "C15H23N4OV", "method": "wB97M-V/def2-TZVPD", "symbols": ["V", "O", "C", "C", "C", "C", "C", "C", "C", "N", "C", "C", "N", "H", "H", "H", "H", "H", "H", "H", "C", "N", "C", "C", "C", "N", "C", "C", "H", "H", "H", "H", "H", "H", "H", "H", "H", "H", "H", "H", "H", "H", "H", "H"], "xyz": [[-0.322, -0.224, 0.106], [1.300, -0.606, 0.189], [2.550, -0.065, -0.052], [3.683, -0.810, 0.161], [4.916, -0.237, -0.101], [5.006, 1.069, -0.571], [3.858, 1.803, -0.782], [2.604, 1.245, -0.526], [1.369, 1.994, -0.764], [0.096, 1.571, -0.588], [-0.745, 2.622, -0.973], [0.013, 3.660, -1.368], [1.321, 3.247, -1.230], [3.597, -1.824, 0.528], [5.816, -0.816, 0.063], [5.972, 1.510, -0.774], [3.949, 2.817, -1.153], [-1.818, 2.554, -0.940], [-0.253, 4.639, -1.730], [2.128, 3.811, -1.450], [-0.888, -0.688, 2.996], [-1.623, -0.464, 1.717], [-2.388, 0.811, 1.810], [-2.543, -1.607, 1.422], [-2.869, -1.633, -0.064], [-1.607, -1.538, -0.861], [-1.903, -1.139, -2.267], [-0.890, -2.849, -0.864], [-1.589, -0.778, 3.827], [-0.224, 0.152, 3.187], [-0.301, -1.602, 2.926], [-3.132, 0.754, 2.606], [-2.911, 1.021, 0.875], [-1.709, 1.632, 2.031], [-3.453, -1.518, 2.016], [-2.045, -2.525, 1.727], [-3.504, -0.792, -0.341], [-3.407, -2.544, -0.325], [-2.548, -1.876, -2.749], [-0.975, -1.066, -2.829], [-2.407, -0.174, -2.277], [-1.548, -3.639, -1.229], [-0.554, -3.114, 0.139], [-0.022, -2.787, -1.515]], "lumo_ev": [-7.00, -6.45], "homo_energy_ev": [-14.9, -14.9], "s2": 2.01, "gap_ha": [0.2891, 0.3102], "multiplicity": 3, "largest_force_ha_per_bohr": 0.0682, "e_tot_ha": -1823.1628, "total_charge": 2}

=====

(3)
{"formula": "C15H23N5O4", "method": "wB97M-V/def2-TZVPD", "symbols": ["H", "N", "C", "N", "N", "C", "C", "C", "C", "N", "C", "O", "C", "N", "C", "C", "C", "C", "C", "O", "C", "C", "C", "O", "O", "H", "H", "H", "H", "H", "H", "H", "H", "H", "H", "H", "H", "H", "H", "H", "H", "H", "H", "H", "H", "H", "H"], "xyz": [[6.184, 0.927, 1.183], [6.723, 0.396, 0.492], [5.939, -0.391, -0.147], [6.486, -1.292, -1.055], [4.564, -0.451, -0.033], [3.812, -1.673, -0.313], [2.416, -1.555, 0.290], [1.607, -0.391, -0.313], [0.658, 0.254, 0.700], [-0.217, 1.192, 0.012], [-1.420, 1.583, 0.511], [-1.778, 1.285, 1.648], [-2.322, 2.361, -0.449], [-1.691, 3.419, -1.218], [-3.025, 1.385, -1.434], [-3.718, 0.222, -0.763], [-3.101, -1.020, -0.634], [-3.738, -2.062, 0.040], [-5.015, -1.885, 0.551], [-5.696, -2.880, 1.177], [-5.649, -0.654, 0.430], [-5.000, 0.382, -0.221], [1.426, 0.967, 1.836], [2.634, 1.084, 1.862], [0.665, 1.482, 2.791], [7.463, -1.073, -1.208], [5.986, -1.338, -1.938], [4.187, 0.110, 0.718], [4.311, -2.564, 0.079], [3.723, -1.811, -1.393], [2.529, -1.441, 1.373], [1.891, -2.513, 0.123], [2.291, 0.379, -0.690], [1.020, -0.744, -1.167], [0.013, -0.502, 1.165], [0.103, 1.584, -0.864], [-3.080, 2.822, 0.194], [-1.169, 4.080, -0.656], [-1.104, 3.059, -1.957], [-3.724, 2.000, -2.014], [-2.267, 1.013, -2.136], [-2.110, -1.206, -1.056], [-3.250, -3.024, 0.111], [-5.135, -3.668, 1.223], [-6.637, -0.528, 0.866], [-5.498, 1.347, -0.312], [-0.287, 1.332, 2.595]], "lumo_ev": 0.31, "homo_energy_ev": -8.5, "smiles": "[H]/N=C(/N)NCCC[C@H](NC(=O)[C@@H](N)Cc1ccc(O)cc1)C(=O)O", "gap_ha": 0.3235, "multiplicity": 1, "largest_force_ha_per_bohr": 0.0144, "e_above_lowest_ev": 0.0956, "e_tot_ha": -1160.1968}

=====

(4)
{"formula": "C15H23NO3", "method": "wB97M-V/def2-TZVPD", "symbols": ["C", "C", "O", "C", "O", "C", "N", "C", "O", "C", "C", "C", "C", "C", "C", "C", "C", "C", "C", "H", "H", "H", "H", "H", "H", "H", "H", "H", "H", "H", "H", "H", "H", "H", "H", "H", "H", "H", "H", "H", "H", "H"], "xyz": [[4.387, 2.393, -0.324], [3.742, 1.574, 0.785], [2.878, 0.565, 0.254], [3.443, -0.583, -0.123], [4.620, -0.817, -0.066], [2.406, -1.569, -0.639], [1.084, -1.013, -0.741], [0.104, -1.361, 0.134], [0.243, -2.279, 0.915], [-1.174, -0.529, 0.031], [-0.878, 0.915, 0.459], [-2.163, 1.741, 0.397], [-2.707, 1.732, -1.031], [-3.016, 0.294, -1.449], [-4.057, -0.301, -0.503], [-3.505, -0.291, 0.922], [-3.203, 1.146, 1.344], [-2.225, -1.119, 0.978], [-1.734, -0.539, -1.397], [5.027, 1.756, -0.930], [3.625, 2.840, -0.959], [4.991, 3.182, 0.113], [3.098, 2.194, 1.412], [4.511, 1.094, 1.397], [2.346, -2.403, 0.071], [2.750, -1.962, -1.602], [0.988, -0.167, -1.279], [-0.481, 0.917, 1.477], [-0.123, 1.365, -0.191], [-1.942, 2.772, 0.697], [-3.616, 2.336, -1.085], [-1.975, 2.170, -1.714], [-3.406, 0.288, -2.473], [-4.291, -1.324, -0.804], [-4.979, 0.283, -0.551], [-4.246, -0.724, 1.603], [-2.825, 1.160, 2.368], [-4.117, 1.744, 1.315], [-2.428, -2.153, 0.692], [-1.825, -1.136, 1.993], [-1.944, -1.567, -1.698], [-1.009, -0.127, -2.104]], "lumo_ev": 0.56, "homo_energy_ev": -9.5, "smiles": "CCOC(=O)CNC(=O)[C@]12C[C@H]3C[C@H](C[C@H](C3)C1)C2", "gap_ha": 0.3713, "multiplicity": 1, "largest_force_ha_per_bohr": 0.0107, "e_above_lowest_ev": 0.0191, "e_tot_ha": -865.9204}

=====

(5)
{"formula": "C15H24I2InMnN2O3S3", "method": "wB97M-V/def2-TZVPD", "symbols": ["I", "I", "In", "Mn", "S", "S", "C", "C", "C", "C", "C", "C", "C", "C", "C", "C", "C", "O", "O", "O", "H", "H", "H", "H", "H", "H", "H", "H", "H", "H", "H", "H", "H", "H", "H", "H", "H", "H", "C", "N", "C", "C", "N", "C", "S", "H", "H", "H", "H", "H", "H"], "xyz": [[-0.754, -4.128, -1.350], [-0.755, -3.408, -3.975], [-0.037, 0.667, -2.869], [0.013, -0.005, 0.026], [1.282, -0.893, -1.809], [-1.675, -0.417, -1.669], [1.388, 0.179, 1.162], [3.113, -0.649, -1.821], [-3.321, 0.390, -1.492], [3.587, -1.008, -3.218], [3.527, 0.760, -1.433], [3.603, -1.674, -0.812], [-4.018, 0.217, -2.839], [-3.235, 1.850, -1.102], [-4.009, -0.449, -0.436], [1.480, 1.651, -4.013], [-1.271, 2.097, -3.874], [2.261, 0.311, 1.991], [2.312, 2.186, -4.655], [-1.950, 2.877, -4.439], [3.221, -0.305, -3.978], [3.258, -2.021, -3.501], [4.687, -0.988, -3.240], [3.160, 1.511, -2.148], [4.634, 0.810, -1.425], [3.173, 1.036, -0.429], [3.247, -1.462, 0.208], [4.701, -1.666, -0.791], [3.271, -2.689, -1.082], [-5.053, 0.582, -2.753], [-4.051, -0.843, -3.136], [-3.525, 0.784, -3.640], [-4.263, 2.242, -0.980], [-2.721, 2.458, -1.853], [-2.717, 1.987, -0.134], [-5.040, -0.096, -0.304], [-3.506, -0.377, 0.545], [-4.038, -1.511, -0.717], [-0.827, -1.687, 3.482], [-0.442, -0.246, 3.740], [0.319, 0.241, 4.832], [0.440, 1.548, 4.694], [-0.249, 1.921, 3.502], [-0.791, 0.794, 2.926], [-1.665, 0.730, 1.498], [-1.908, -1.768, 3.468], [-0.410, -2.008, 2.531], [-0.421, -2.301, 4.285], [0.675, -0.419, 5.564], [0.914, 2.257, 5.273], [-0.342, 2.864, 3.115]], "lumo_ev": [-14.65, -16.40], "homo_energy_ev": [-19.7, -19.7], "s2": 6.11, "gap_ha": [0.1865, 0.1223], "multiplicity": 5, "largest_force_ha_per_bohr": 0.2129, "e_tot_ha": -4050.6029, "total_charge": 4}

=====

> Which value of multiplicity does entry 2 give?

3

=====

> Number 5 is which compound?

C15H24I2InMnN2O3S3

=====

What did the fifth record say?
{"formula": "C15H24I2InMnN2O3S3", "method": "wB97M-V/def2-TZVPD", "symbols": ["I", "I", "In", "Mn", "S", "S", "C", "C", "C", "C", "C", "C", "C", "C", "C", "C", "C", "O", "O", "O", "H", "H", "H", "H", "H", "H", "H", "H", "H", "H", "H", "H", "H", "H", "H", "H", "H", "H", "C", "N", "C", "C", "N", "C", "S", "H", "H", "H", "H", "H", "H"], "xyz": [[-0.754, -4.128, -1.350], [-0.755, -3.408, -3.975], [-0.037, 0.667, -2.869], [0.013, -0.005, 0.026], [1.282, -0.893, -1.809], [-1.675, -0.417, -1.669], [1.388, 0.179, 1.162], [3.113, -0.649, -1.821], [-3.321, 0.390, -1.492], [3.587, -1.008, -3.218], [3.527, 0.760, -1.433], [3.603, -1.674, -0.812], [-4.018, 0.217, -2.839], [-3.235, 1.850, -1.102], [-4.009, -0.449, -0.436], [1.480, 1.651, -4.013], [-1.271, 2.097, -3.874], [2.261, 0.311, 1.991], [2.312, 2.186, -4.655], [-1.950, 2.877, -4.439], [3.221, -0.305, -3.978], [3.258, -2.021, -3.501], [4.687, -0.988, -3.240], [3.160, 1.511, -2.148], [4.634, 0.810, -1.425], [3.173, 1.036, -0.429], [3.247, -1.462, 0.208], [4.701, -1.666, -0.791], [3.271, -2.689, -1.082], [-5.053, 0.582, -2.753], [-4.051, -0.843, -3.136], [-3.525, 0.784, -3.640], [-4.263, 2.242, -0.980], [-2.721, 2.458, -1.853], [-2.717, 1.987, -0.134], [-5.040, -0.096, -0.304], [-3.506, -0.377, 0.545], [-4.038, -1.511, -0.717], [-0.827, -1.687, 3.482], [-0.442, -0.246, 3.740], [0.319, 0.241, 4.832], [0.440, 1.548, 4.694], [-0.249, 1.921, 3.502], [-0.791, 0.794, 2.926], [-1.665, 0.730, 1.498], [-1.908, -1.768, 3.468], [-0.410, -2.008, 2.531], [-0.421, -2.301, 4.285], [0.675, -0.419, 5.564], [0.914, 2.257, 5.273], [-0.342, 2.864, 3.115]], "lumo_ev": [-14.65, -16.40], "homo_energy_ev": [-19.7, -19.7], "s2": 6.11, "gap_ha": [0.1865, 0.1223], "multiplicity": 5, "largest_force_ha_per_bohr": 0.2129, "e_tot_ha": -4050.6029, "total_charge": 4}